{"formula": "C57H41N3O7S", "method": "ωB97M-V with the def2-TZVPD basis set", "elements": ["C", "C", "C", "C", "C", "N", "S", "N", "C", "C", "C", "C", "N", "C", "C", "C", "C", "O", "C", "C", "H", "H", "H", "H", "H", "H", "H", "H", "H", "H", "H", "H", "H", "H", "H", "H", "H", "O", "C", "C", "C", "C", "C", "C", "C", "C", "O", "C", "C", "C", "C", "C", "C", "H", "H", "H", "H", "H", "H", "H", "H", "O", "C", "C", "C", "C", "C", "C", "C", "C", "O", "C", "C", "C", "C", "C", "C", "H", "H", "H", "H", "H", "H", "H", "H", "O", "C", "C", "C", "C", "C", "C", "C", "C", "O", "C", "C", "C", "C", "C", "C", "H", "H", "H", "H", "H", "H", "H", "H"], "xyz": [[0.62754, 2.51857, 2.73372], [-0.32593, 3.21955, 1.93466], [-1.82297, 3.56371, 1.27883], [-2.04082, 3.08232, -0.28406], [-3.51112, 3.35875, -0.98108], [-3.94615, 2.99951, -2.39756], [-5.59535, 3.56624, -2.52183], [-5.93879, 4.31428, -0.96015], [-4.70460, 4.13328, -0.10872], [-4.52806, 4.61983, 1.44132], [-5.63290, 5.35093, 2.39527], [-7.18473, 5.27677, 1.90400], [-7.88967, 3.96297, 2.05345], [-8.56191, 3.47327, 0.79557], [-9.90661, 2.61746, 1.30267], [-7.11730, 2.90505, 2.78664], [-6.36903, 1.60558, 2.04545], [-6.95491, 2.93882, 4.13872], [-3.02852, 4.33880, 2.12741], [-2.67382, 4.81241, 3.66006], [1.58249, 1.99575, 3.20335], [-1.15310, 2.57020, -0.85836], [-5.45206, 5.00608, 3.52440], [-5.34271, 6.51023, 2.40357], [-7.78465, 6.05724, 2.58151], [-7.31419, 5.70634, 0.79737], [-9.00511, 4.42207, 0.23622], [-7.88489, 2.85690, 0.06715], [-10.76782, 2.75909, 0.51367], [-9.69001, 1.46879, 1.43512], [-10.32567, 3.05307, 2.33159], [-7.13215, 0.70375, 1.87859], [-5.41732, 1.23887, 2.61920], [-6.03817, 1.92045, 0.94330], [-1.64996, 4.42582, 4.07394], [-2.70530, 6.00005, 3.68820], [-3.53046, 4.46228, 4.40604], [-1.27066, -4.97488, 1.79511], [-0.77094, -4.17837, 1.01020], [-1.16648, -2.75533, 1.03469], [-2.10405, -2.31230, 1.97671], [-2.45294, -0.96216, 2.03235], [-1.86796, -0.05262, 1.15170], [-0.94685, -0.49498, 0.20084], [-0.60009, -1.85008, 0.13812], [0.36160, -2.31179, -0.88262], [0.81746, -1.52609, -1.70546], [0.77187, -3.72985, -0.89450], [1.71127, -4.17105, -1.83589], [2.13048, -5.50225, -1.83313], [1.61518, -6.39427, -0.89311], [0.66805, -5.95994, 0.03674], [0.24125, -4.62552, 0.03266], [-2.56062, -3.01558, 2.67096], [-3.17771, -0.61897, 2.76737], [-2.13040, 1.00172, 1.20346], [-0.49813, 0.21997, -0.48684], [2.12162, -3.47923, -2.56963], [2.86288, -5.84201, -2.56221], [1.94906, -7.42961, -0.88479], [0.26834, -6.66357, 0.76526], [4.13802, -9.02141, -1.90761], [5.19177, -9.63157, -1.77519], [6.41505, -8.92682, -1.34045], [6.36214, -7.55561, -1.05815], [7.50407, -6.89112, -0.60854], [8.69822, -7.59118, -0.43845], [8.75742, -8.95361, -0.73601], [7.61512, -9.62143, -1.19387], [7.69166, -11.05866, -1.52318], [8.75897, -11.65634, -1.44679], [6.46504, -11.76732, -1.93859], [6.51905, -13.13919, -2.21854], [5.35802, -13.82458, -2.57921], [4.14308, -13.14476, -2.66073], [4.08978, -11.77455, -2.39615], [5.25475, -11.08289, -2.03935], [5.43213, -7.00384, -1.18327], [7.46022, -5.82734, -0.38543], [9.58495, -7.07595, -0.07591], [9.69444, -9.49252, -0.60577], [7.46305, -13.67757, -2.15219], [5.40117, -14.89049, -2.79230], [3.23634, -13.68088, -2.93251], [3.13776, -11.25062, -2.46515], [-0.36198, 9.34918, -1.18056], [0.69177, 8.73902, -1.04813], [1.91505, 9.44377, -0.61339], [1.86214, 10.81498, -0.33109], [3.00407, 11.47947, 0.11852], [4.19822, 10.77941, 0.28861], [4.25742, 9.41698, -0.00895], [3.11512, 8.74916, -0.46681], [3.19166, 7.31193, -0.79612], [4.25897, 6.71425, -0.71973], [1.96504, 6.60327, -1.21153], [2.01905, 5.23139, -1.49148], [0.85802, 4.54600, -1.85215], [-0.35692, 5.22583, -1.93367], [-0.41022, 6.59604, -1.66909], [0.75475, 7.28770, -1.31229], [0.93213, 11.36675, -0.45621], [2.96022, 12.54325, 0.34163], [5.08495, 11.29464, 0.65115], [5.19444, 8.87807, 0.12129], [2.96305, 4.69302, -1.42513], [0.90117, 3.48010, -2.06524], [-1.26366, 4.68970, -2.20545], [-1.36224, 7.11997, -1.73809]], "atomic_forces_ev_per_a": [[-6.06, 4.54, -5.68], [3.78, -5.07, 5.04], [-1.02, -0.44, -2.78], [-1.86, 1.83, 3.16], [-0.74, 0.33, 0.00], [-1.11, 2.45, 5.65], [2.84, 0.55, 3.74], [5.26, -2.10, 0.53], [-0.35, -0.33, -1.66], [4.09, -1.67, -0.05], [0.90, 0.83, -0.31], [-0.14, 2.17, 0.68], [2.24, -2.15, -0.45], [-2.03, -0.16, 0.20], [-0.23, 0.20, -0.20], [1.20, -0.60, 5.64], [-0.80, 0.37, -1.45], [-1.03, 0.44, -8.20], [-1.23, -0.70, -2.50], [-1.13, 0.44, -0.28], [-2.51, 1.63, -1.37], [-2.11, 1.11, 1.29], [-0.68, 0.47, -2.67], [-0.66, -2.42, -0.14], [1.47, -1.56, -1.31], [0.56, -1.31, 2.38], [1.25, -2.00, 1.16], [-1.26, 1.19, 1.40], [1.74, -0.48, 1.46], [-0.40, 2.31, -0.26], [1.19, -0.90, -2.29], [1.61, 2.01, 0.64], [-2.14, 0.97, -0.79], [-0.66, -0.59, 2.41], [-1.97, 0.67, -1.21], [0.22, -2.51, -0.10], [1.78, 0.58, -1.68], [0.29, 0.45, -0.45], [-0.60, -0.92, 0.92], [-0.34, 0.46, 0.26], [-0.08, 0.30, 0.03], [0.19, -0.36, -0.14], [0.18, -0.22, -0.17], [-0.27, 0.09, 0.27], [-0.31, 0.48, 0.27], [0.55, 0.92, -0.98], [-0.26, -0.44, 0.48], [0.35, -0.44, -0.27], [0.10, -0.30, 0.02], [-0.16, 0.34, 0.09], [-0.26, 0.15, 0.23], [0.23, -0.08, -0.24], [0.39, -0.48, -0.23], [0.22, 0.03, -0.24], [0.13, -0.08, -0.11], [0.07, -0.31, -0.01], [-0.01, -0.32, 0.08], [-0.20, -0.03, 0.26], [-0.14, 0.04, 0.13], [-0.03, 0.19, -0.03], [-0.02, 0.31, -0.13], [0.49, -0.28, 0.08], [-1.14, 0.69, -0.14], [0.27, 0.54, 0.18], [0.27, 0.13, 0.11], [-0.23, -0.25, -0.11], [-0.11, -0.35, -0.12], [0.01, 0.32, 0.08], [0.26, 0.54, 0.22], [1.36, -0.75, 0.11], [-0.69, 0.38, -0.05], [-0.28, -0.56, -0.19], [-0.27, -0.14, -0.07], [0.23, 0.28, 0.10], [0.10, 0.39, 0.09], [0.00, -0.34, -0.07], [-0.32, -0.56, -0.15], [0.14, -0.28, 0.00], [-0.01, -0.20, -0.05], [-0.16, -0.11, -0.08], [-0.32, -0.01, -0.11], [-0.16, 0.30, 0.04], [0.01, 0.21, 0.05], [0.17, 0.13, 0.05], [0.33, 0.02, 0.05], [0.61, -0.34, 0.09], [-1.25, 0.71, -0.16], [0.30, 0.54, 0.18], [0.26, 0.14, 0.11], [-0.23, -0.26, -0.11], [-0.10, -0.36, -0.12], [0.02, 0.33, 0.08], [0.25, 0.55, 0.22], [1.30, -0.78, 0.09], [-0.66, 0.38, -0.04], [-0.26, -0.54, -0.18], [-0.27, -0.18, -0.06], [0.23, 0.33, 0.12], [0.12, 0.43, 0.02], [0.01, -0.34, -0.07], [-0.33, -0.58, -0.14], [0.15, -0.30, -0.01], [-0.01, -0.20, -0.05], [-0.16, -0.11, -0.08], [-0.32, -0.02, -0.11], [-0.16, 0.29, 0.04], [0.04, 0.17, 0.03], [0.19, 0.20, 0.00], [0.32, 0.02, 0.05]], "largest_force_ev_per_a": 9.5, "homo_ha": -0.3153, "smiles": "C#Cc1cc2nsnc2c(CCN(CC)C(C)=O)c1C.O=C1c2ccccc2C(=O)c2ccccc21.O=C1c2ccccc2C(=O)c2ccccc21.O=C1c2ccccc2C(=O)c2ccccc21"}